This record from OMol25 describes a 9-piece molecular cluster, C29H79O32P7 overall at a distorted geometry. The level of theory is wB97M-V/def2-TZVPD.

gap between HOMO and LUMO	10.43	eV
HOMO level	-0.3671	hartree

Geometry as ORCA input:
```
! RIJCOSX wB97M-V def2-TZVPD def2/J DEFGRID3
* xyz 0 1
C -5.82 -4.30 2.68
O -4.67 -3.45 2.55
P -3.48 -3.79 1.55
O -2.51 -2.72 1.23
O -2.96 -5.14 2.24
C -1.85 -5.84 1.69
O -4.23 -4.35 0.25
C -3.78 -4.28 -1.11
H -5.63 -5.29 2.26
H -6.66 -3.83 2.16
H -6.04 -4.34 3.74
H -1.48 -5.39 0.77
H -2.05 -6.90 1.51
H -1.07 -5.94 2.45
H -4.06 -3.32 -1.54
H -4.24 -5.09 -1.66
H -2.70 -4.40 -1.15
C 2.42 -4.50 4.34
O 2.49 -3.77 3.10
P 1.53 -4.22 1.92
O 0.37 -5.06 2.28
O 2.45 -4.95 0.84
C 2.09 -5.06 -0.52
O 1.20 -2.79 1.23
C -0.08 -2.60 0.63
H 1.68 -3.96 4.93
H 3.34 -4.37 4.90
H 2.15 -5.55 4.22
H 2.31 -6.05 -0.91
H 2.68 -4.36 -1.11
H 1.03 -4.88 -0.73
H 0.18 -2.08 -0.31
H -0.68 -1.84 1.14
H -0.75 -3.45 0.46
C -7.79 0.76 2.17
O -7.02 1.36 3.22
P -5.98 2.55 2.91
O -6.34 3.58 1.94
O -4.59 1.80 2.68
C -4.35 0.93 1.58
O -5.79 3.13 4.39
C -5.45 2.30 5.47
H -8.82 1.12 2.14
H -7.78 -0.33 2.22
H -7.35 1.03 1.21
H -3.62 1.27 0.83
H -5.25 0.84 0.97
H -4.05 -0.03 1.98
H -5.54 1.22 5.30
H -6.18 2.45 6.27
H -4.44 2.52 5.81
C 2.99 -0.54 3.62
O 2.20 0.63 3.63
P 2.89 2.06 3.32
O 4.27 2.23 3.79
O 2.70 2.26 1.76
C 3.56 3.09 0.95
O 1.82 3.06 3.98
C 2.12 4.44 4.11
H 3.98 -0.36 4.05
H 2.96 -1.20 2.76
H 2.58 -1.17 4.42
H 4.45 3.39 1.52
H 2.98 4.01 0.89
H 3.74 2.53 0.04
H 2.30 4.79 5.13
H 1.29 4.96 3.63
H 3.01 4.70 3.53
C 4.00 -1.16 -0.70
O 4.24 -2.47 -1.22
P 4.70 -2.77 -2.69
O 3.98 -2.04 -3.75
O 6.31 -2.52 -2.73
C 7.05 -2.87 -3.88
O 4.76 -4.36 -2.76
C 5.17 -5.24 -1.72
H 4.92 -0.74 -0.31
H 3.37 -1.21 0.19
H 3.55 -0.51 -1.45
H 7.85 -3.60 -3.70
H 7.55 -1.98 -4.27
H 6.43 -3.37 -4.62
H 4.44 -6.05 -1.76
H 5.15 -4.82 -0.71
H 6.17 -5.62 -1.91
C -4.41 3.07 -7.00
O -3.24 2.77 -6.24
P -3.53 2.20 -4.76
O -4.26 3.11 -3.88
O -4.19 0.76 -4.88
C -3.80 -0.12 -5.92
O -2.04 1.85 -4.27
C -1.13 2.96 -4.18
H -4.76 2.17 -7.52
H -4.12 3.75 -7.80
H -5.21 3.50 -6.40
H -3.15 -0.93 -5.58
H -3.27 0.33 -6.77
H -4.70 -0.58 -6.33
H -1.56 3.79 -4.72
H -0.14 2.72 -4.59
H -0.89 3.21 -3.15
C 5.81 0.51 -4.52
O 5.96 1.82 -3.97
P 5.30 2.18 -2.57
O 5.60 3.58 -2.18
O 3.75 1.78 -2.64
C 2.85 2.66 -3.30
O 5.86 1.10 -1.55
C 7.26 0.82 -1.42
H 4.80 0.34 -4.89
H 6.07 -0.28 -3.82
H 6.37 0.60 -5.45
H 2.65 2.15 -4.25
H 3.15 3.69 -3.46
H 1.88 2.73 -2.81
H 7.84 1.64 -1.85
H 7.49 -0.14 -1.87
H 7.46 0.88 -0.35
C -1.04 1.20 3.12
C -0.74 0.01 2.23
O 0.13 0.24 1.11
C -0.43 0.45 -0.10
C 0.60 1.00 -1.02
O -1.59 0.35 -0.42
H -1.37 2.06 2.54
H -0.21 1.53 3.75
H -1.79 1.09 3.91
H -0.35 -0.78 2.87
H -1.71 -0.35 1.87
H 1.59 0.57 -0.85
H 0.71 2.08 -0.89
H 0.30 0.91 -2.06
C -2.20 5.03 3.47
C -1.63 5.38 2.09
O -2.44 4.83 1.08
C -1.85 4.02 0.20
C -2.82 3.52 -0.83
O -0.69 3.66 0.24
H -2.78 4.10 3.44
H -2.93 5.78 3.76
H -1.52 4.79 4.29
H -1.61 6.47 2.06
H -0.57 5.13 2.13
H -2.74 4.14 -1.73
H -3.85 3.49 -0.49
H -2.51 2.51 -1.12
*
```

=====

This record from OMol25 describes one molecule with the formula C3H7N3O2 at a distorted geometry. The level of theory is wB97M-V/def2-TZVPD.

gap between HOMO and LUMO	10.37	eV
energy above the lowest of the compared OMol25 structures with the same formula, charge and spin	55.4	kcal/mol
HOMO level	-0.3566	hartree

Geometry as ORCA input:
```
! RIJCOSX wB97M-V def2-TZVPD def2/J DEFGRID3
* xyz 0 1
N 2.10 -1.64 -0.06
C 2.19 -0.17 0.05
C 0.93 0.70 0.04
O 0.99 1.91 0.12
N -0.19 0.02 -0.16
N -1.39 0.77 -0.26
C -2.44 -0.05 0.00
O -2.41 -1.23 0.17
H 1.45 -2.00 0.64
H 1.68 -1.90 -0.96
H 2.65 -0.04 1.04
H 2.93 0.18 -0.69
H -0.51 -0.81 0.30
H -1.25 1.69 0.17
H -3.35 0.64 0.02
*
```

=====

This record from OMol25 describes C48H36N4O4W as an isolated structure at a distorted geometry. The level of theory is wB97M-V/def2-TZVPD.

gap between HOMO and LUMO (alpha / beta)	5.03 / 4.95	eV
HOMO level (alpha / beta)	-0.4516 / -0.4467	hartree

Geometry as ORCA input:
```
! RIJCOSX wB97M-V def2-TZVPD def2/J DEFGRID3
* xyz 2 1
W -0.53 -0.26 0.24
C 4.70 6.35 -4.52
O 5.02 4.97 -4.43
C 4.20 4.16 -3.74
C 4.62 2.84 -3.61
C 3.85 1.93 -2.91
C 2.64 2.32 -2.34
C 2.21 3.64 -2.49
C 2.99 4.56 -3.18
C 1.79 1.36 -1.60
C 2.23 0.89 -0.35
C 3.55 0.99 0.13
C 3.64 0.18 1.24
C 2.35 -0.33 1.51
N 1.48 0.11 0.52
C 1.97 -1.03 2.70
C 0.64 -1.34 2.93
C -0.05 -1.30 4.19
C -1.35 -0.95 3.96
C -1.51 -0.90 2.54
C -2.62 -0.46 1.75
C -3.60 0.41 2.47
C -4.65 -0.20 3.16
C -5.56 0.56 3.86
C -5.44 1.95 3.88
O -6.37 2.61 4.58
C -6.26 4.02 4.70
C -4.40 2.56 3.19
C -3.48 1.78 2.49
C -2.97 -0.85 0.45
N -2.02 -1.37 -0.42
C -2.62 -1.64 -1.61
C -1.87 -1.68 -2.81
C -2.29 -2.55 -3.89
C -3.34 -3.47 -3.66
C -3.77 -4.34 -4.62
C -3.13 -4.37 -5.87
O -3.60 -5.26 -6.73
C -2.94 -5.42 -8.00
C -2.04 -3.52 -6.11
C -1.63 -2.64 -5.13
C -0.83 -0.68 -2.89
C -0.42 0.01 -4.05
C 0.49 0.97 -3.68
C 0.67 0.86 -2.28
N -0.23 -0.08 -1.79
C -4.01 -1.35 -1.47
C -4.21 -0.78 -0.24
N -0.31 -1.18 1.95
C 2.94 -1.27 3.78
C 3.77 -0.27 4.28
C 4.64 -0.52 5.33
C 4.69 -1.79 5.89
O 5.50 -2.14 6.90
C 6.40 -1.17 7.42
C 3.85 -2.80 5.41
C 2.98 -2.53 4.38
H 5.54 6.82 -5.02
H 4.56 6.79 -3.53
H 3.79 6.50 -5.12
H 5.55 2.54 -4.06
H 4.18 0.90 -2.83
H 1.27 3.95 -2.06
H 2.63 5.58 -3.28
H 4.34 1.56 -0.33
H 4.52 -0.03 1.82
H 0.43 -1.42 5.15
H -2.12 -0.78 4.69
H -4.76 -1.28 3.15
H -6.38 0.10 4.39
H -7.06 4.33 5.37
H -6.40 4.50 3.73
H -5.30 4.30 5.13
H -4.29 3.64 3.18
H -2.67 2.27 1.96
H -3.81 -3.52 -2.68
H -4.58 -5.03 -4.43
H -3.06 -4.52 -8.60
H -3.43 -6.26 -8.47
H -1.88 -5.65 -7.85
H -1.51 -3.55 -7.05
H -0.76 -2.05 -5.35
H -0.79 -0.14 -5.05
H 1.00 1.67 -4.32
H -4.74 -1.46 -2.26
H -5.14 -0.41 0.17
H 3.72 0.73 3.88
H 5.26 0.28 5.71
H 6.98 -1.68 8.19
H 5.86 -0.33 7.86
H 7.08 -0.81 6.64
H 3.90 -3.78 5.86
H 2.34 -3.33 4.00
*
```

=====

This record from OMol25 describes one molecule with the formula C21H24N2O3. The level of theory is wB97M-V/def2-TZVPD.

gap between HOMO and LUMO	9.24	eV
energy above the lowest of the compared OMol25 structures with the same formula, charge and spin	19.1	kcal/mol
HOMO level	-0.3192	hartree

Geometry as ORCA input:
```
! RIJCOSX wB97M-V def2-TZVPD def2/J DEFGRID3
* xyz 0 1
C -2.15 -2.26 0.43
O -2.25 -0.89 0.73
C -2.14 -0.49 2.03
C -1.91 -1.35 3.10
C -1.81 -0.86 4.39
C -1.95 0.49 4.63
C -2.19 1.36 3.57
C -2.28 0.89 2.27
C -2.55 1.82 1.12
C -1.85 3.16 1.26
O -2.33 4.09 1.87
N -0.66 3.31 0.62
C 0.12 2.39 -0.09
C 0.41 1.13 0.43
C 1.19 0.25 -0.29
C 1.71 0.60 -1.53
C 2.65 -0.28 -2.28
O 3.79 0.08 -2.51
N 2.19 -1.48 -2.69
C 0.84 -1.98 -2.55
C 0.84 -3.29 -1.75
C 1.76 -4.31 -2.42
C 3.15 -3.72 -2.59
C 3.07 -2.41 -3.37
C 1.46 1.88 -2.02
C 0.67 2.76 -1.32
H -1.17 -2.66 0.71
H -2.28 -2.33 -0.65
H -2.93 -2.84 0.93
H -1.80 -2.41 2.93
H -1.62 -1.54 5.20
H -1.88 0.88 5.64
H -2.31 2.41 3.75
H -3.62 2.03 1.09
H -2.26 1.33 0.19
H -0.34 4.27 0.59
H 0.04 0.86 1.41
H 1.43 -0.72 0.14
H 0.22 -1.23 -2.06
H 0.43 -2.17 -3.55
H -0.17 -3.67 -1.68
H 1.21 -3.09 -0.74
H 1.80 -5.22 -1.83
H 1.35 -4.56 -3.40
H 3.80 -4.42 -3.13
H 3.59 -3.53 -1.61
H 4.05 -1.93 -3.44
H 2.69 -2.59 -4.38
H 1.89 2.17 -2.97
H 0.47 3.75 -1.71
*
```